A cluster of 3 separate species, C27H53O11P in total at a distorted geometry, computed with ωB97M-V/def2-TZVPD.

Values from the calculation:
- SMILES = CCCCCCCCCCCCCC[C@@H]1CC(=O)O[C@@H]1CP(=O)(O)O.CCOC(=O)OC.CCOC(=O)OC
- molar mass (g mol⁻¹) = 584.68
- ΔE to the lowest compared entry with this formula, charge and spin (kJ/mol) = 501.3
- 2S+1 = 1
- gap between HOMO and LUMO (eV) = 10.32

Element x y z (Å)
P (6.7822, 11.6690, -1.1363)
O (-3.4742, -5.5357, 3.6952)
O (3.4644, 11.7876, 1.9271)
O (-5.0141, -4.9617, 2.1260)
O (-4.2066, -10.3652, -0.3607)
O (-4.7285, -8.3777, -1.0682)
O (-4.8250, -10.1101, -2.5323)
O (5.7945, 12.7042, -0.5972)
O (6.5934, 11.6779, -2.8512)
O (-3.9596, -3.3789, 3.1776)
O (5.7282, 10.9259, 1.7852)
O (8.3873, 12.2336, -0.8719)
C (-3.0657, -2.9746, 4.2134)
C (-3.4016, -4.2446, -3.0628)
C (-2.1670, -2.9198, -1.1092)
C (-6.1634, -6.9239, 3.0018)
C (-5.3012, -6.3479, 1.8940)
C (6.5246, 9.9156, -0.5213)
C (-4.6167, -9.6674, -1.4299)
C (3.0982, 2.5170, 0.7640)
C (-0.5941, -1.1822, 0.1508)
C (3.8638, 9.5287, 0.9406)
C (-3.9966, -11.7660, -0.5815)
C (5.3358, 7.1642, 0.9967)
C (-5.0617, -7.5032, -2.1450)
C (3.2002, 3.9414, -0.0148)
C (1.2443, 0.6276, 0.9181)
C (1.5555, 2.1987, 1.0868)
C (4.1379, 6.4408, 0.2367)
C (0.0167, 0.3077, -0.0697)
C (-1.0094, -1.8201, -1.2826)
C (-4.0820, -4.7123, 3.0569)
C (6.2428, 9.7790, 1.0499)
C (3.5945, 5.1166, 1.0073)
C (-3.3006, -2.8444, -2.2686)
C (-3.6543, -3.9828, -4.6440)
C (5.1132, 8.6765, 1.4318)
C (-2.6970, -12.0173, -1.3237)
C (4.3099, 10.9384, 1.6175)
H (1.3440, 2.5159, 2.1663)
H (0.3787, 0.4425, -1.1454)
H (5.5349, 6.5627, 1.9594)
H (0.8734, 2.8541, 0.4335)
H (4.0211, 3.9104, -0.8128)
H (-0.7881, 1.0973, 0.1338)
H (4.2823, 4.7808, 1.8485)
H (4.5324, 6.0500, -0.7750)
H (-1.6604, -3.9558, -1.1437)
H (-5.2555, -6.5148, -1.7282)
H (3.6611, 2.5939, 1.7528)
H (-4.3257, -2.6849, -1.7827)
H (1.1175, 0.1297, 1.9427)
H (-4.3769, -6.9162, 1.7634)
H (0.1278, -1.8710, 0.6955)
H (-2.4274, -4.8489, -3.0072)
H (8.3829, 13.1885, -1.1232)
H (-1.5677, -1.0164, 0.7419)
H (-1.8611, -11.5433, -0.8032)
H (6.2891, 7.0250, 0.3668)
H (-2.7263, -11.5924, -2.3299)
H (-2.0875, -3.4460, 4.1010)
H (2.8181, 9.1394, 1.1833)
H (7.2034, 9.3714, 1.5104)
H (-3.9441, -12.2323, 0.4047)
H (-0.0960, -2.3200, -1.7670)
H (-2.5025, -13.0874, -1.4099)
H (-4.8512, -12.2062, -1.1017)
H (5.0730, 8.7349, 2.5702)
H (-6.4490, -7.9519, 2.7735)
H (6.4327, 12.6322, -3.0601)
H (3.8006, 9.8090, -0.1744)
H (2.1738, 0.1616, 0.4423)
H (7.5132, 9.3550, -0.7191)
H (-1.4453, -0.9998, -1.9652)
H (-5.8475, -6.3997, 0.9497)
H (-4.2578, -3.0176, -4.7627)
H (-5.9598, -7.8384, -2.6674)
H (-4.2093, -4.8397, -5.1540)
H (-2.6733, -2.8722, -0.0763)
H (-5.6353, -6.9196, 3.9584)
H (-2.9386, -1.8941, 4.1419)
H (-4.2384, -4.9232, -2.6634)
H (-7.0668, -6.3234, 3.1356)
H (3.6004, 1.7491, 0.0890)
H (-3.0692, -2.0318, -3.0389)
H (2.6083, 5.4456, 1.5049)
H (2.2183, 4.2009, -0.5525)
H (-4.2195, -7.4291, -2.8362)
H (3.2241, 7.0710, 0.0061)
H (-2.6528, -3.8389, -5.1895)
H (-3.4962, -3.2104, 5.1889)
H (5.7495, 9.3895, -1.1818)